Here is 2 unconnected molecules or ions with the total composition CCl2NO3S at a distorted geometry from the Open Molecules 2025 dataset. Energies are from the ωB97M-V functional and the def2-TZVPD basis.

ORCA input file:
```
! wB97M-V def2-TZVPD RIJCOSX def2/J DEFGRID3
* xyz -1 1
Cl -1.24 -1.64 -1.93
O 0.44 0.66 -1.78
C 0.48 0.60 1.73
O 0.75 -1.15 -0.20
Cl 0.90 1.72 0.76
O -1.30 0.30 -0.17
S -0.19 -0.28 -0.88
N 0.16 -0.21 2.47
*
```

The value obtained for the max |F| is 4.26 eV/Å. The HOMO energy is -5.871 eV. The LUMO energy is 3.4 eV. The value obtained for the total energy is -1637.19877 Ha. The relative energy (zero: lowest compared OMol25 entry of this formula, charge and spin) is 23.0 kJ/mol. Its HOMO-LUMO gap is 0.339 Eh.

Atom charges from the Mulliken analysis, given in e for atoms 1 to 4: -0.37, -0.60, 0.55, -0.56